The following is a quantum chemistry calculation of a cluster of 2 separate species, C4H7FN3O in total, from the OMol25 dataset.

The geometry in XYZ format:
```
16
Properties=species:S:1:pos:R:3:mulliken_charge:R:1
F 2.01380 -0.08263 -0.95262 -0.2287
O -3.04806 0.81022 0.29567 -0.4373
N -1.61367 1.39333 -1.42517 -0.2812
N -0.25401 -1.21032 0.40353 -0.3037
N -0.85149 1.00610 0.68639 -0.1236
C 3.80232 0.62816 0.60590 -0.0427
C -0.09732 0.02198 0.86190 -0.0719
C -1.99076 1.01076 -0.20341 0.2902
C 2.95271 0.38796 -0.18171 -0.0665
H -0.68171 1.21458 -1.68279 0.2082
H 0.13697 -2.00676 0.95511 0.3004
H 4.53632 1.19930 1.11353 0.3759
H -2.31621 1.59303 -2.09637 0.2518
H 0.82320 0.02617 1.40020 0.5227
H -0.49212 1.93096 0.73189 0.3481
H -1.04103 -1.47199 -0.24310 0.2581
```

As for the energy above the lowest of the compared OMol25 structures with the same formula, charge and spin: 25.98 kcal per mole. The calculation puts the highest occupied orbital energy at -14.486 eV. Its total charge is +1.